1.
84
Properties=species:S:1:pos:R:3 method="wB97M-V/def2-TZVPD" e_above_lowest_ev=0.312 e_homo_ha=-0.1645 total_energy_ev=-213914.50014 gap_ev=6.90 charge=-1
H -4.43 2.88 -3.59
H 1.96 5.13 2.25
C 2.28 -2.82 -2.72
C -1.03 -1.09 0.63
C 2.01 -1.37 4.50
C 0.22 -1.18 -3.57
C 0.34 3.87 1.56
I -2.61 0.07 1.52
C -2.63 2.25 -2.60
C -4.35 -0.82 0.93
H -0.96 1.35 -1.60
C -0.74 4.54 2.41
H 3.30 1.04 4.93
C 2.36 -2.20 -3.96
C 1.48 4.85 1.31
C 3.31 0.76 -0.32
H -0.63 4.29 -0.34
H -4.22 -1.26 -2.54
C 2.22 1.04 5.13
H -0.32 4.86 3.37
C 1.17 -2.62 -1.91
H -4.26 -6.62 -2.20
C 1.33 -1.38 -4.38
C 4.56 1.65 -0.24
H 4.00 -0.63 1.17
H 1.54 -2.07 3.81
Ge 2.48 1.99 2.20
O 2.25 1.26 0.47
C -3.77 -0.28 -2.57
H 1.85 2.05 4.97
H -1.54 3.83 2.62
O 0.76 2.73 2.28
Cu 0.55 -0.33 1.39
H -5.44 0.63 -3.56
H 1.78 -1.68 5.53
C -0.26 3.43 0.23
H 4.42 -1.10 -0.49
Ge -1.49 -1.57 -1.22
C 1.50 0.04 4.23
C 0.12 -1.78 -2.32
H 1.11 -3.11 -0.95
H -0.58 -0.53 -3.91
H -1.17 5.41 1.90
C -3.89 2.05 -3.15
C -2.78 -5.23 -2.87
C 2.80 0.76 -1.76
H 2.06 0.77 6.18
H -4.86 -5.28 -0.20
H 5.00 1.63 0.75
H 3.08 -3.46 -2.38
H 2.76 -1.29 0.10
C -4.46 0.79 -3.14
C -4.09 -4.93 -0.88
O 1.75 0.33 2.85
C 0.00 0.13 4.49
H 2.59 1.78 -2.07
H 4.29 2.68 -0.48
H -0.22 0.00 5.55
H 0.49 2.90 -0.35
C -2.50 -0.09 -2.02
H 1.38 -0.89 -5.35
C -3.45 -3.73 -0.62
H 3.09 -1.41 4.35
H 1.10 5.76 0.83
H 5.31 1.31 -0.96
I -0.64 -2.92 1.76
H -2.51 -5.81 -3.75
C 3.65 -0.65 0.14
H -4.89 -0.10 0.31
H -1.09 2.75 0.41
H 1.88 0.18 -1.84
C -2.45 -3.26 -1.48
H 2.24 4.41 0.66
H -4.90 -1.10 1.83
C -1.94 1.18 -2.04
H -3.73 -3.12 0.23
C -3.76 -5.68 -2.00
H -2.18 3.24 -2.60
H -0.54 -0.63 3.93
C -2.13 -4.03 -2.60
H 3.23 -2.35 -4.59
H -1.35 -3.68 -3.28
H 3.54 0.33 -2.45
H -0.36 1.12 4.17

---

2.
96
Properties=species:S:1:pos:R:3 method="wB97M-V/def2-TZVPD" e_above_lowest_ev=0.000 smiles="CCCCN(CCCCc1nc2c(CCC(N)=O)cccc2nc1N)C(=S)SCCC.O=C1OC[C@@H](F)O1.O=C1OC[C@@H](F)O1.O=C1OC[C@@H](F)O1" e_homo_ha=-0.2943 total_energy_ev=-91646.16644 gap_ev=8.07
H -4.80 2.11 -0.29
C 2.86 2.08 -0.99
H 7.61 -0.62 -1.22
S -4.45 -2.17 -0.86
H -5.44 -4.38 3.38
C 8.23 -0.88 -0.36
H -1.21 1.99 -2.39
C -6.07 -4.01 2.57
H -1.66 -5.29 -1.07
C -2.41 6.78 -0.68
O -7.22 -3.35 3.11
C 2.19 1.74 2.14
C 5.03 2.47 -0.03
C 2.18 -4.21 1.00
C -1.52 -2.50 -2.11
C 9.16 0.23 0.10
H 2.04 0.02 4.27
O -2.66 3.55 0.36
H 0.27 -3.31 1.26
H -5.48 -3.33 1.95
H 0.86 2.99 -4.93
C -1.33 -4.42 -0.50
C 1.30 0.59 2.50
H -2.36 -2.11 -2.68
H -3.89 0.19 -1.12
H 0.24 1.53 -4.64
O 6.56 0.39 2.28
H -1.86 -0.13 -3.01
H -1.91 7.25 -1.52
O -2.62 5.38 -0.94
H 10.02 -0.17 0.63
H -0.58 -1.03 -0.74
O 8.33 0.96 1.01
C 4.58 3.21 -2.25
H -3.37 7.27 -0.50
C -1.57 6.74 0.58
C -5.01 1.65 0.67
C -8.24 -4.25 3.15
H 2.18 -5.28 0.85
H 0.44 -1.67 -1.99
H 3.07 -3.83 0.51
O 0.75 -0.04 1.66
H -5.47 -0.28 -1.64
F -1.82 7.80 1.39
H -5.82 2.21 1.12
H -6.96 -4.88 0.76
C -5.43 0.18 0.43
C -2.46 4.71 0.23
H -1.02 -3.18 -2.79
H -5.22 -0.46 1.27
O 7.41 -1.06 0.78
H 5.72 2.38 0.79
F 8.90 -2.03 -0.62
H -1.60 -4.62 0.52
S -2.52 -2.06 1.38
H 1.24 -2.61 -0.01
H 4.29 1.45 2.05
H 2.28 -4.03 2.06
C -6.69 -5.14 1.78
O -7.87 -5.40 2.52
H 0.70 0.98 4.41
H 4.89 3.69 -3.16
H 9.50 0.87 -0.71
N 0.39 2.44 -4.22
C 5.43 3.09 -1.21
C 0.79 1.71 -1.93
H 3.40 0.20 1.24
H 2.45 2.26 3.05
H 0.56 -4.24 -1.59
C 3.28 2.70 -2.17
C 1.28 2.32 -3.13
H -0.15 -0.15 -3.51
H 0.49 -5.43 -0.35
O -9.30 -4.05 3.64
N 1.57 1.59 -0.89
N -2.11 -3.28 -1.02
N 2.46 2.81 -3.25
H 6.43 3.48 -1.30
F -5.91 -6.25 1.76
C -2.85 -2.53 -0.13
H -0.98 1.16 -0.89
N 1.13 0.23 3.88
C 7.35 0.12 1.44
H -0.49 6.66 0.41
H -4.11 1.69 1.26
C -0.83 -0.10 -2.67
C 0.19 -4.41 -0.58
C -0.57 -1.34 -1.77
H -6.49 0.21 0.25
C -0.62 1.22 -1.90
O -2.03 5.55 1.21
C 0.92 -3.54 0.43
C 3.77 1.96 0.10
C 3.45 1.27 1.40
C -4.76 -0.39 -0.83
H 1.59 2.39 1.54

---

3.
95
Properties=species:S:1:pos:R:3 method="wB97M-V/def2-TZVPD" e_homo_ha=-0.3387 total_energy_ev=-113758.21422 gap_ev=3.78 charge=+1
Si -0.54 0.59 -3.18
O 4.70 -6.78 -1.40
C -2.02 2.44 2.45
H -5.87 0.79 -1.99
C -4.67 0.61 0.86
H 0.94 -1.40 -3.13
H 3.47 0.99 4.96
H -0.39 2.39 -4.79
H -4.93 -0.68 -2.17
H -3.64 3.17 -2.10
O 2.65 -5.75 -2.22
H -2.14 -3.54 1.70
H -4.90 -0.46 0.83
C 3.18 1.69 4.19
H 2.57 -3.05 -0.38
C -4.22 1.89 4.09
H -2.76 0.35 -4.29
C -0.40 2.38 -3.70
Si -1.68 -2.37 -0.42
C -3.68 2.97 -1.03
C -0.47 -3.36 -1.43
H -0.22 -0.77 2.46
H 1.51 -0.19 -4.28
H -0.05 1.59 4.14
C 1.72 -1.16 0.19
H -4.03 0.79 1.72
H -2.05 -1.82 2.00
H -3.49 -3.84 -1.01
C -3.10 1.07 4.14
C 3.95 -0.01 -0.84
C 2.37 3.41 2.22
Si -3.89 1.14 -0.74
O -1.02 2.68 1.60
H -0.56 -2.79 1.80
O -0.52 4.62 -0.91
N 6.07 -4.28 -2.92
I -2.93 5.27 1.75
H -2.78 3.38 -0.58
H -2.17 -1.24 -3.78
H -0.40 -4.38 -1.02
C 3.82 -1.39 -0.91
H -4.18 -2.34 -0.39
O 4.32 -6.55 -3.81
C -4.85 0.41 -2.16
C 1.54 -0.01 3.22
C 2.93 0.74 -0.29
I -5.93 1.40 5.17
H 7.58 -2.93 -3.26
N 1.84 2.20 2.29
C -3.08 3.35 2.55
H -0.81 0.05 4.54
C 4.87 -4.46 -2.38
H 1.80 0.04 -2.56
C -4.18 3.06 3.35
H 2.00 4.06 1.43
C -0.67 0.78 3.74
C -1.87 -0.27 -4.18
C 6.61 -3.07 -2.81
N 4.21 -3.54 -1.72
C 5.97 -2.01 -2.16
Sb -1.41 0.24 -0.75
C 0.02 3.61 -0.70
C 3.35 3.83 3.11
C -3.40 -2.75 -1.02
N 0.61 2.55 -0.60
C 1.08 -0.33 -3.29
H -1.25 2.99 -3.37
H -5.00 3.77 3.40
H -4.53 0.76 -3.14
Pd 0.29 1.35 0.95
C 2.68 -1.97 -0.34
H 4.51 3.25 4.82
C 2.22 1.34 3.25
H 0.81 -1.58 0.61
H 1.50 -0.45 4.22
H 0.53 -2.97 -1.49
N 0.16 0.15 2.67
H -3.06 0.23 4.82
H 3.76 4.82 3.03
S 4.03 -6.09 -2.48
H 0.52 2.83 -3.34
C -1.58 -2.64 1.44
H 4.80 0.51 -1.26
H 6.43 -1.04 -2.09
N 1.82 0.18 0.21
H -5.61 1.15 1.02
H -0.85 -3.45 -2.45
H -1.47 -0.44 -5.18
C 3.76 2.95 4.11
C -1.99 1.37 3.36
C 4.74 -2.33 -1.61
H -4.53 3.52 -0.62
H -3.56 -2.42 -2.05
H 2.10 -0.69 2.59
H 2.97 1.82 -0.26

---

4.
92
Properties=species:S:1:pos:R:3 method="wB97M-V/def2-TZVPD" e_above_lowest_ev=2.052 e_homo_ha="-0.0727 / -0.0758" total_energy_ev=-152183.43793 gap_ev="5.68 / 5.54" charge=-2
C -2.04 -5.92 2.65
C 3.84 -1.66 0.82
C -4.09 -7.35 2.37
O -1.39 1.75 -2.67
H -5.02 -7.35 1.80
C -0.83 -0.25 -3.77
H -1.70 -6.61 3.43
H -4.26 -3.62 -0.85
H -1.14 1.41 2.89
C -3.24 -6.16 2.01
H 0.62 -3.81 2.73
C 2.98 1.15 1.34
H -0.91 5.77 -2.06
H 3.11 0.52 3.43
H 1.18 0.16 1.49
H -4.55 -5.44 0.48
H 3.13 3.76 -1.54
N 1.97 -1.01 -0.68
C 3.37 -0.76 -0.35
H 2.24 -1.56 2.33
H 3.72 -2.69 5.17
H 4.62 0.40 2.51
Se -0.65 -2.33 0.92
C -1.82 0.93 2.18
H 4.93 -1.60 0.86
N 4.49 -2.76 4.52
C 3.62 0.72 0.02
H -2.16 5.88 3.13
C 0.06 -4.66 3.11
H -3.57 -8.29 2.17
C 3.53 0.24 2.46
H -3.49 -2.23 -0.03
H 0.67 -5.56 3.00
Bi 0.30 1.13 -1.15
H -3.79 0.60 -0.29
H 4.70 0.87 0.11
H -3.43 2.01 -1.31
H 3.56 -2.70 0.61
H 1.48 -1.52 0.04
H 1.08 1.71 1.95
C -2.60 -0.35 -5.35
C -1.24 -4.82 2.35
C -2.85 -4.16 0.68
H 4.49 -3.72 4.19
C 1.90 1.79 -5.10
Si 0.64 3.84 -1.64
H 1.43 2.55 -5.71
C -0.29 4.26 0.08
H 2.57 5.43 -1.58
C -1.90 4.13 1.90
H 1.80 -1.50 -1.55
C -2.75 0.92 -4.53
Cl 3.42 1.28 -5.91
O 3.03 1.87 -2.98
C -3.62 -5.27 1.01
H -2.64 3.56 2.46
H 1.26 0.91 -5.03
C 3.25 -1.19 2.11
C -1.63 5.43 2.29
H -0.13 -4.51 4.17
O 1.24 3.18 -3.35
O -0.83 -2.03 -5.42
C -1.64 0.89 -3.59
H 3.98 -0.98 -1.23
H -4.12 2.24 0.32
N 1.50 1.10 1.27
C -3.33 -3.25 -0.42
C -0.69 6.16 1.58
H 4.21 -2.20 3.71
H 0.68 6.18 -0.05
O -3.36 -0.74 -6.21
C -1.33 -1.04 -4.90
C -1.25 3.52 0.81
C -0.49 4.95 -2.66
C -3.43 1.64 -0.28
C -0.04 5.58 0.50
C 2.37 4.44 -1.15
O 0.20 -0.48 -3.05
H 3.25 2.19 1.53
C 2.13 2.30 -3.68
H -0.47 7.19 1.86
O -3.61 1.76 -4.66
C -1.65 -3.90 1.36
H -1.59 -0.14 2.15
H 3.27 1.35 -0.80
H -1.31 4.32 -3.01
H -2.58 -3.15 -1.20
H -4.35 -7.35 3.43
H 2.48 4.52 -0.07
H 0.02 5.36 -3.53
H -2.84 1.04 2.57
Si -1.72 1.71 0.47

---

5.
92
Properties=species:S:1:pos:R:3 method="wB97M-V/def2-TZVPD" e_above_lowest_ev=0.731 e_homo_ha="-0.2303 / -0.2691" s_squared=3.759 total_energy_ev=-181741.10755 gap_ev="6.57 / 7.62" spin_multiplicity=4
H 11.02 13.78 13.92
Br 4.61 11.53 12.99
C 15.77 12.73 12.09
H 14.46 5.77 11.56
O 13.01 7.25 11.58
H 10.24 10.59 9.74
H 11.28 13.62 16.33
C 13.75 6.18 10.86
H 12.44 9.95 19.11
P 13.29 11.47 10.35
C 10.26 8.51 9.37
H 15.10 15.06 9.63
C 11.78 11.32 17.59
C 9.54 9.76 9.85
C 9.52 7.17 9.74
C 6.49 11.27 13.10
C 12.94 13.65 14.58
C 14.57 13.08 16.59
C 12.83 11.77 6.56
H 13.37 13.90 13.57
C 12.04 10.09 18.08
C 11.02 12.82 15.66
H 12.03 5.40 9.87
H 16.48 12.93 10.11
C 14.49 6.67 9.62
H 8.58 7.14 9.16
C 15.09 14.57 10.61
O 11.53 9.10 12.35
C 15.68 10.91 16.62
H 12.59 12.45 5.80
H 11.59 8.47 15.12
C 10.93 12.85 7.99
C 7.24 12.37 12.67
C 11.93 9.04 17.17
H 6.76 13.35 12.44
N 11.64 13.09 14.34
H 9.95 12.83 15.43
O 14.58 12.28 9.98
H 9.24 13.22 12.48
C 13.93 12.77 15.37
H 12.84 14.62 15.09
C 12.86 5.02 10.48
H 8.99 9.28 13.74
O 12.67 11.30 8.91
H 10.20 6.34 9.51
C 14.18 11.50 14.77
C 13.63 9.72 10.71
O 13.63 11.03 13.70
H 6.58 9.22 13.76
C 15.53 13.12 10.72
H 15.03 13.10 12.81
I 16.30 12.71 19.03
C 15.06 10.58 15.45
I 15.39 8.80 14.38
H 9.50 7.13 10.83
C 9.33 11.23 13.11
H 12.44 4.45 11.36
H 16.72 13.22 12.34
C 8.50 10.14 13.42
P 12.33 8.62 11.23
C 12.43 12.37 7.91
H 10.75 13.72 7.40
C 7.12 10.13 13.47
V 11.51 11.17 13.32
H 15.93 11.65 12.17
H 13.01 13.22 8.26
O 12.39 12.07 11.27
H 15.86 15.12 11.21
H 14.42 9.80 11.54
H 12.24 8.03 17.41
C 8.61 12.35 12.67
H 13.31 4.31 9.84
H 10.61 13.14 9.02
H 14.11 9.30 9.81
H 15.12 5.81 9.37
H 14.25 13.97 17.19
H 14.11 14.66 11.08
H 13.88 11.50 6.44
H 10.27 12.14 7.50
H 9.33 9.77 10.90
H 11.87 12.17 18.20
C 11.44 11.48 16.24
H 8.69 9.90 9.15
H 12.22 10.93 6.34
N 11.39 10.49 15.41
C 11.53 9.28 15.88
H 13.82 6.98 8.88
H 10.35 8.58 8.28
H 15.27 7.41 9.77
O 11.61 8.34 9.87
H 16.42 10.28 17.12
C 15.39 12.16 17.27